Entry 1:
Computed, not measured: C31H44BrCaN3OP2 as an isolated structure at a distorted geometry, with ωB97M-V/def2-TZVPD.

Last column: Mulliken charge in e.
Atoms and positions in Å:
C: 1.944 4.612 -1.126  -0.23
C: 1.003 4.351 -2.146  0.88
C: 1.405 3.917 -3.418  -0.35
C: 2.767 3.689 -3.596  -0.48
N: 3.635 3.806 -2.590  -0.53
C: 3.280 4.348 -1.424  -0.56
C: -0.402 4.439 -1.884  -0.33
C: -1.529 4.292 -1.411  -0.71
C: -2.390 3.518 -0.592  0.41
C: -2.043 2.155 -0.548  0.86
C: -2.616 1.306 0.423  -3.36
C: -3.223 2.007 1.457  1.06
C: -3.869 3.220 1.269  -0.87
C: -3.442 4.010 0.178  -0.54
Ca: -0.684 0.865 2.135  1.64
P: 1.977 -0.172 0.043  0.90
H: 0.688 3.755 -4.218  0.49
H: 1.651 4.988 -0.150  0.52
H: 3.121 3.323 -4.560  0.42
H: 4.045 4.505 -0.660  0.43
H: -3.802 5.027 0.027  0.51
H: -1.193 1.815 -1.163  0.03
H: -4.594 3.617 1.995  0.44
H: -2.523 0.225 0.393  2.03
C: 2.592 -1.923 0.216  -0.70
C: 3.703 -2.471 -0.681  -1.45
H: 1.684 -2.537 0.083  0.27
H: 2.889 -2.023 1.271  0.56
H: 3.830 -3.538 -0.451  0.45
H: 3.465 -2.412 -1.749  0.26
H: 4.676 -1.997 -0.500  0.31
C: 2.132 0.151 -1.792  0.46
C: 3.490 0.472 -2.408  -1.53
H: 1.455 1.007 -1.968  -0.25
H: 1.680 -0.714 -2.310  -0.04
H: 3.368 0.528 -3.501  0.41
H: 3.870 1.455 -2.102  0.23
H: 4.258 -0.289 -2.217  0.29
C: 3.314 0.865 0.790  -0.28
C: 4.768 0.401 0.783  -1.38
H: 2.989 0.988 1.841  0.47
H: 3.231 1.860 0.323  0.17
H: 5.350 1.114 1.382  0.44
H: 4.902 -0.582 1.242  0.30
H: 5.216 0.401 -0.217  0.23
Br: -2.978 1.202 3.347  -0.15
P: -1.361 -1.654 -1.519  0.86
C: -0.371 -2.533 -2.756  -0.26
C: -1.010 -3.811 -3.267  -1.35
H: 0.601 -2.744 -2.263  0.16
H: -0.185 -1.821 -3.579  0.47
H: -0.289 -4.309 -3.917  0.45
H: -1.246 -4.512 -2.462  0.26
H: -1.906 -3.628 -3.870  0.26
C: -2.454 -2.852 -0.654  -0.74
C: -3.829 -3.069 -1.268  -1.34
H: -2.561 -2.475 0.384  0.43
H: -1.901 -3.803 -0.586  0.51
H: -4.409 -3.719 -0.607  0.44
H: -4.399 -2.139 -1.366  0.25
H: -3.786 -3.572 -2.240  0.22
C: -2.479 -0.522 -2.443  -0.37
C: -2.910 -0.955 -3.833  -1.54
H: -1.933 0.436 -2.515  0.19
H: -3.357 -0.318 -1.810  0.34
H: -3.481 -0.132 -4.278  0.47
H: -2.053 -1.136 -4.489  0.30
H: -3.569 -1.832 -3.818  0.24
N: -2.005 -0.231 7.783  -0.44
C: -1.890 0.010 6.451  0.61
O: -2.592 0.895 5.945  -0.65
C: -0.966 -0.847 5.642  -0.31
C: -0.838 -2.228 5.847  -0.32
C: -0.294 -3.014 4.813  -0.80
C: -0.017 -2.410 3.576  -0.41
N: -0.115 -1.074 3.399  -0.49
C: -0.435 -0.296 4.468  0.07
H: -2.531 0.445 8.318  0.27
H: -1.329 -0.795 8.274  0.22
H: -1.192 -2.647 6.791  0.45
H: -0.094 -4.073 4.974  0.43
H: 0.305 -3.008 2.720  0.43
H: -0.212 0.799 4.341  0.96

Cartesian forces (eV/Å) of the 3 atoms listed first:
C 0.0 -0.1 -0.7
C -0.1 0.3 -0.4
C 0.5 0.3 0.5

## Properties
* total charge: +2
* energy relative to the best compared isomer or geometry (same formula, charge and spin): 288.9 kJ/mol
* HOMO energy: -12.47 eV
* electronic energy: -5380.89407 hartree
* HOMO-LUMO gap: 0.222 Ha

---

Entry 2:
Computed, not measured: C31H44BrIrN3P2 as an isolated structure at a distorted geometry, with ωB97M-V/def2-TZVPD.

Last column: Löwdin spin population.
Atoms and positions in Å:
N: 4.654 -1.028 -4.252  0.73
C: 5.012 -1.498 -3.056  0.08
C: 4.077 -1.620 -2.016  0.06
C: 2.743 -1.212 -2.235  -0.01
C: 2.364 -0.809 -3.530  0.06
C: 3.382 -0.739 -4.514  0.08
C: 1.749 -1.420 -1.112  0.11
Ir: 0.721 -0.116 -0.049  1.20
P: -2.895 0.041 1.511  0.60
C: 0.282 -1.464 -1.381  0.12
C: -0.451 -2.679 -0.880  0.18
C: -1.724 -2.967 -1.414  0.02
C: -2.460 -4.047 -0.937  0.08
C: -1.922 -4.877 0.061  0.18
C: -0.599 -4.686 0.506  0.09
C: 0.107 -3.554 0.074  0.03
Br: -3.007 -6.142 0.834  0.34
H: 2.175 -2.222 -0.486  0.02
H: -0.058 -1.120 -2.364  0.03
H: 4.361 -2.086 -1.071  0.01
H: 1.321 -0.631 -3.803  0.01
H: 6.057 -1.780 -2.908  0.02
H: 3.140 -0.444 -5.542  0.02
H: -2.128 -2.360 -2.226  0.00
H: 1.103 -3.398 0.489  0.00
H: -3.471 -4.208 -1.298  0.00
H: -0.150 -5.386 1.215  0.00
P: 0.546 1.859 -1.038  0.17
C: -2.491 -1.689 1.877  0.08
C: -3.771 -2.545 1.892  0.02
H: -1.992 -1.732 2.863  0.00
H: -1.780 -2.029 1.102  0.02
H: -3.530 -3.583 2.145  0.00
H: -4.485 -2.166 2.635  0.00
H: -4.266 -2.561 0.912  0.00
C: -3.088 0.170 -0.277  0.10
C: -4.553 0.126 -0.741  0.02
H: -2.492 -0.648 -0.714  0.02
H: -2.645 1.138 -0.555  0.00
H: -4.599 0.256 -1.829  0.00
H: -5.047 -0.824 -0.501  0.00
H: -5.136 0.937 -0.284  0.00
C: -1.740 1.166 2.295  0.10
C: -2.291 1.671 3.639  0.03
H: -1.532 2.003 1.609  0.00
H: -0.818 0.586 2.430  0.02
H: -1.777 2.593 3.937  0.00
H: -3.365 1.879 3.554  0.01
H: -2.143 0.929 4.434  0.00
C: 0.219 3.220 0.194  0.05
C: 0.994 4.537 0.249  0.01
H: 0.275 2.740 1.182  0.01
H: -0.836 3.476 0.035  0.00
H: 2.075 4.414 0.366  0.00
H: 0.798 5.186 -0.611  0.00
H: 0.651 5.103 1.124  0.00
C: -0.890 2.046 -2.203  0.06
C: -0.719 2.333 -3.697  0.01
H: -1.479 2.871 -1.779  0.00
H: -1.484 1.131 -2.070  0.01
H: -0.436 3.378 -3.884  0.00
H: -0.008 1.666 -4.199  0.00
H: -1.693 2.189 -4.185  0.00
C: 1.888 2.604 -2.044  0.01
C: 3.279 2.248 -1.562  0.00
H: 1.734 3.691 -1.989  0.00
H: 1.744 2.315 -3.092  0.00
H: 4.016 2.532 -2.326  0.00
H: 3.539 2.775 -0.636  0.00
H: 3.373 1.169 -1.396  0.00
N: -0.336 -0.988 6.143  0.00
C: 0.397 -0.685 5.280  0.00
C: 1.284 -0.241 4.227  0.00
C: 2.317 0.663 4.501  0.02
C: 2.932 1.305 3.433  0.00
C: 2.530 0.997 2.126  0.03
N: 1.543 0.110 1.891  0.09
C: 1.073 -0.652 2.905  0.03
H: 2.619 0.819 5.541  0.00
H: 3.698 2.061 3.583  0.00
H: 3.006 1.455 1.257  0.00
H: 0.512 -1.553 2.639  0.00

Cartesian forces (eV/Å) of the 3 atoms listed first:
N -2.8 -0.3 3.0
C 1.4 -0.3 -0.1
C -0.5 0.4 -0.9

## Properties
* total charge: +4
* energy relative to the best compared isomer or geometry (same formula, charge and spin): 75.6 kJ/mol
* 2S+1: 6
* HOMO energy (spin up / spin down): -18.39 / -20.22 eV
* electronic energy: -4731.20856 hartree
* HOMO-LUMO gap (spin up / spin down): 0.229 / 0.195 Ha

---

Entry 3:
Computed, not measured: C31H44BrN3OP2V as an isolated structure at a distorted geometry, with ωB97M-V/def2-TZVPD.

Last column: Löwdin spin population.
Atoms and positions in Å:
C: -6.146 -4.268 -2.675  0.00
C: -4.861 -3.927 -3.137  0.00
C: -4.451 -4.337 -4.423  0.00
C: -5.370 -5.045 -5.214  0.00
N: -6.584 -5.332 -4.750  0.00
C: -6.997 -4.976 -3.536  0.00
C: -3.993 -3.167 -2.287  -0.01
C: -3.201 -2.639 -1.535  0.00
C: -2.260 -2.044 -0.737  0.00
C: -2.647 -0.868 -0.116  0.02
C: -1.652 -0.092 0.477  0.01
C: -0.296 -0.541 0.243  -0.03
C: 0.028 -1.814 -0.170  0.00
C: -0.966 -2.562 -0.753  0.01
V: -0.168 0.733 1.669  1.89
P: 0.309 2.690 0.572  0.02
H: -3.447 -4.109 -4.790  0.00
H: -6.466 -3.980 -1.670  0.00
H: -5.085 -5.357 -6.220  0.00
H: -8.003 -5.230 -3.200  0.00
H: -0.741 -3.493 -1.268  0.00
H: -3.686 -0.572 -0.193  0.00
H: 1.020 -2.221 0.009  0.00
H: -1.997 0.800 1.024  0.01
C: 1.696 3.772 1.065  0.00
C: 2.102 4.782 -0.004  0.00
H: 2.537 3.112 1.331  0.00
H: 1.409 4.283 1.998  0.00
H: 2.882 5.450 0.373  0.00
H: 2.504 4.290 -0.894  0.00
H: 1.264 5.414 -0.314  0.00
C: 0.488 2.227 -1.212  0.00
C: -0.667 2.569 -2.150  0.00
H: 0.636 1.134 -1.235  0.00
H: 1.427 2.667 -1.572  0.00
H: -0.441 2.174 -3.151  0.00
H: -1.612 2.108 -1.833  0.00
H: -0.824 3.649 -2.263  0.00
C: -1.235 3.664 0.776  0.02
C: -1.181 5.100 0.272  0.00
H: -1.477 3.658 1.850  0.00
H: -2.043 3.111 0.274  0.00
H: -2.170 5.558 0.384  0.00
H: -0.481 5.713 0.848  0.00
H: -0.919 5.170 -0.789  0.00
Br: 1.908 -0.548 1.689  0.02
P: 4.013 -1.023 -1.865  0.60
C: 3.481 0.687 -2.226  0.08
C: 4.638 1.520 -2.821  0.02
H: 3.078 1.140 -1.305  0.01
H: 2.648 0.621 -2.948  0.00
H: 4.263 2.435 -3.297  0.00
H: 5.354 1.819 -2.046  0.00
H: 5.178 0.939 -3.582  0.01
C: 4.454 -1.232 -0.110  0.10
C: 5.585 -2.241 0.142  0.01
H: 3.533 -1.540 0.419  0.02
H: 4.721 -0.243 0.301  0.00
H: 5.922 -2.188 1.185  0.00
H: 5.258 -3.270 -0.050  0.00
H: 6.434 -2.009 -0.511  0.00
C: 2.694 -2.186 -2.360  0.09
C: 2.849 -2.717 -3.807  0.02
H: 1.717 -1.700 -2.225  0.02
H: 2.730 -3.036 -1.660  0.00
H: 2.172 -3.564 -3.983  0.00
H: 2.608 -1.945 -4.549  0.00
H: 3.873 -3.064 -3.992  0.00
N: -0.527 -0.496 8.292  0.00
C: 0.036 -0.595 7.047  0.00
O: 1.015 -1.315 6.842  0.00
C: -0.642 0.155 5.953  0.00
C: -1.901 0.767 6.111  0.00
C: -2.485 1.441 5.033  0.00
C: -1.838 1.445 3.803  0.02
N: -0.663 0.773 3.620  0.01
C: -0.047 0.167 4.687  0.00
H: -0.030 -0.910 9.050  0.00
H: -1.090 0.313 8.520  0.00
H: -2.438 0.707 7.046  0.00
H: -3.441 1.953 5.113  0.00
H: -2.223 1.988 2.922  0.01
H: 0.927 -0.303 4.490  0.00

Cartesian forces (eV/Å) of the 3 atoms listed first:
C 0.0 0.0 -0.3
C -0.5 -0.2 -0.3
C -0.3 0.0 0.1

## Properties
* total charge: +2
* energy relative to the best compared isomer or geometry (same formula, charge and spin): 0.0 kJ/mol
* 2S+1: 4
* HOMO energy (spin up / spin down): -12.80 / -12.80 eV
* electronic energy: -5647.21686 hartree
* HOMO-LUMO gap (spin up / spin down): 0.243 / 0.173 Ha

---

Q: Which of these has the lowest energy relative to the best compared isomer or geometry (same formula, charge and spin)?
A: C31H44BrN3OP2V

---

Q: Which value of energy relative to the best compared isomer or geometry (same formula, charge and spin) does entry 2 give?
A: 75.6 kJ/mol

---

Q: What is the formula in the first record?
A: C31H44BrCaN3OP2

---

Q: Look up the electronic energy of the first one.
A: -5380.89407 hartree